Molecular formula: C7H25BFNOP2Yb
Method: DFT, the ωB97M-V functional and the def2-TZVPD basis

Last column: Löwdin spin population.
Cartesian coordinates (Å):
Yb 1.076 -0.417 0.012  1.374
H 0.745 0.683 -1.868  0.011
H -0.901 -1.292 -1.185  0.003
P 0.061 -2.870 -0.560  0.029
P 0.043 3.098 -0.886  0.030
C 1.676 2.753 -0.166  0.018
H 2.116 3.735 0.096  0.001
H 1.644 2.165 0.767  0.006
H 2.366 2.293 -0.892  0.000
C 0.147 4.610 -1.873  0.005
H -0.798 5.174 -1.801  0.000
H 0.993 5.235 -1.529  0.001
H 0.335 4.297 -2.906  0.000
C -1.037 3.402 0.519  0.015
H -0.641 2.940 1.440  0.004
H -1.092 4.488 0.664  0.001
H -2.040 3.027 0.289  0.001
C 1.014 -3.578 -1.921  0.013
H 1.017 -4.681 -1.848  0.002
H 0.558 -3.285 -2.881  0.000
H 2.064 -3.239 -1.951  0.001
C 1.110 -3.032 0.959  0.030
H 0.554 -2.777 1.878  0.007
H 1.423 -4.099 1.022  0.000
H 2.053 -2.422 0.972  0.006
C -1.399 -3.848 -0.372  0.002
H -1.909 -3.909 -1.337  0.000
H -1.138 -4.852 -0.038  0.000
H -2.078 -3.396 0.353  0.001
C -1.193 -0.342 1.119  0.238
O -2.242 -0.073 1.533  0.154
H -1.735 -1.371 -2.636  0.001
H -1.999 -0.041 -1.654  0.003
H -0.303 0.848 -3.472  0.001
H 0.788 -0.832 -3.222  0.000
B 0.058 -0.004 -2.725  0.011
N -1.269 -0.680 -2.035  0.010
H -0.568 2.210 -1.837  0.008
F 1.796 0.140 1.732  0.012

## Properties
relative energy (zero: lowest compared OMol25 entry of this formula, charge and spin): 0.000 eV
HOMO level (spin up / spin down): -12.52 / -16.26 eV
E_LUMO (spin up / spin down): -6.6 / -7.4 eV
expectation value of S²: 2.003
total charge: +2
multiplicity: 3

Molecular formula: C7H26FN10O6Tl
Method: DFT, the ωB97M-V functional and the def2-TZVPD basis

Last column: natural (NBO) charge in e.
Cartesian coordinates (Å):
Tl 1.760 -1.792 4.489  0.997
F 0.484 -0.212 0.698  -0.478
C -0.451 1.224 -5.276  -0.664
C 0.297 2.351 -4.655  -0.076
O -0.346 2.790 -3.509  -0.628
H -1.170 1.577 -6.016  0.241
H -0.785 0.457 -4.577  0.200
H 0.114 0.609 -5.976  0.236
H 0.300 3.171 -5.373  0.204
H 1.282 2.061 -4.291  0.183
H -0.796 2.023 -3.150  0.465
C -2.326 -3.869 -2.553  0.733
O -3.284 -4.362 -3.003  -0.509
N -2.378 -2.819 -1.771  -0.751
N -1.173 -4.533 -2.444  -0.795
H -1.674 -2.594 -1.083  0.408
H -3.313 -2.436 -1.768  0.419
H -0.981 -5.140 -3.228  0.416
H -0.444 -3.954 -2.052  0.374
C -1.300 3.680 3.583  0.749
O -0.801 2.725 4.192  -0.554
N -1.742 4.844 4.092  -0.811
N -1.516 3.524 2.316  -0.759
H -2.335 5.518 3.629  0.411
H -1.752 4.948 5.096  0.419
H -1.087 2.751 1.827  0.420
H -1.893 4.267 1.745  0.398
C 4.533 2.638 1.278  0.743
O 4.745 1.632 2.001  -0.540
N 3.506 2.910 0.443  -0.826
N 5.471 3.509 1.307  -0.741
H 2.813 2.180 0.527  0.435
H 3.524 3.803 -0.028  0.417
H 5.461 4.164 0.539  0.397
H 6.261 3.257 1.884  0.436
C -4.389 -1.109 4.476  0.745
O -3.439 -1.598 5.061  -0.597
N -4.430 -0.918 3.194  -0.781
N -5.528 -0.778 5.055  -0.788
H -5.274 -0.669 2.698  0.403
H -3.589 -1.204 2.713  0.407
H -5.458 -0.741 6.062  0.425
H -6.341 -0.536 4.507  0.404
C 3.622 -4.084 -1.096  0.735
O 3.500 -3.805 0.095  -0.574
N 3.246 -3.317 -2.037  -0.807
N 4.067 -5.218 -1.493  -0.777
H 3.347 -3.424 -3.037  0.412
H 2.901 -2.453 -1.645  0.415
H 4.118 -5.207 -2.501  0.381
H 4.641 -5.843 -0.946  0.429

## Properties
HOMO level: -14.17 eV
E_LUMO: -12.3 eV
total charge: +2

Molecular formula: C7H26N2O6
Method: DFT, the ωB97M-V functional and the def2-TZVPD basis

Last column: natural (NBO) charge in e.
Cartesian coordinates (Å):
N -0.711 0.396 2.633  -0.851
C -1.313 0.007 1.451  0.790
N -2.241 -0.997 1.407  -0.830
O -1.060 0.645 0.420  -0.721
H -0.275 1.284 2.645  0.417
H -0.524 -0.274 3.368  0.391
H -2.472 -1.348 0.484  0.438
H -2.377 -1.694 2.144  0.388
C 0.424 3.924 -1.829  -0.638
C -0.323 4.606 -0.691  0.095
C -1.704 4.039 -0.577  -0.629
O 0.313 4.383 0.551  -0.749
H -0.034 4.075 -2.771  0.209
H 0.489 2.835 -1.738  0.220
H 1.447 4.272 -1.959  0.203
H -0.397 5.690 -0.775  0.157
H -1.621 3.004 -0.166  0.243
H -2.184 3.928 -1.572  0.204
H -2.334 4.683 0.014  0.208
H 1.252 4.341 0.589  0.474
C 1.866 -4.587 1.036  -0.622
C 1.305 -3.201 0.991  0.088
C 1.455 -2.450 2.277  -0.636
O 1.967 -2.475 -0.091  -0.765
H 2.921 -4.517 1.170  0.201
H 1.590 -5.220 0.239  0.222
H 1.468 -4.988 1.951  0.206
H 0.266 -3.106 0.614  0.205
H 1.044 -1.457 2.231  0.220
H 2.503 -2.295 2.575  0.206
H 0.938 -2.968 3.065  0.204
H 2.945 -2.537 -0.076  0.467
O 0.625 0.638 -4.246  -0.959
H -0.015 1.340 -4.213  0.459
H 0.369 0.074 -3.522  0.491
O -2.063 -2.706 -0.785  -0.994
H -1.528 -2.100 -1.314  0.514
H -2.316 -3.472 -1.317  0.484
O -0.120 -0.663 -1.735  -1.022
H -0.297 -0.038 -0.967  0.517
H 0.724 -1.071 -1.508  0.495

## Properties
relative energy (zero: lowest compared OMol25 entry of this formula, charge and spin): 0.000 eV
HOMO level: -9.90 eV
E_LUMO: 0.5 eV
total charge: 0
structure (SMILES): NC(N)=O.CC(C)O.CC(C)O.O.O.O

Molecular formula: C7H26N6O8
Method: DFT, the ωB97M-V functional and the def2-TZVPD basis

Last column: natural (NBO) charge in e.
Cartesian coordinates (Å):
C -22.311 15.706 -3.846  -0.065
C -23.745 16.135 -4.369  -0.074
O -24.572 15.006 -4.489  -0.721
O -22.416 15.409 -2.454  -0.782
H -21.544 16.475 -3.930  0.110
H -21.906 14.861 -4.404  0.154
H -23.689 16.653 -5.326  0.171
H -24.190 16.694 -3.546  0.177
H -24.381 14.464 -3.720  0.478
H -21.528 15.218 -2.142  0.460
C -18.184 12.821 -3.384  -0.138
C -17.454 12.195 -2.125  -0.065
O -16.210 12.727 -1.690  -0.747
O -17.276 12.896 -4.418  -0.739
H -18.757 13.736 -3.230  0.235
H -18.847 12.040 -3.758  0.190
H -17.171 11.167 -2.352  0.150
H -18.125 12.222 -1.268  0.107
H -16.126 12.505 -0.760  0.468
H -16.528 13.454 -4.193  0.472
C -19.326 15.058 -4.966  0.819
O -19.412 14.448 -3.947  -0.612
N -19.114 14.395 -6.063  -0.796
N -19.724 16.289 -5.152  -0.799
H -19.167 13.416 -5.821  0.429
H -18.707 14.763 -6.911  0.408
H -19.694 16.750 -6.050  0.406
H -20.277 16.687 -4.406  0.412
C -21.099 14.006 1.411  0.760
O -21.429 12.852 1.512  -0.637
N -20.644 14.739 0.456  -0.840
N -21.158 14.819 2.481  -0.846
H -20.603 14.264 -0.434  0.359
H -20.186 15.638 0.407  0.418
H -21.312 15.720 2.052  0.373
H -21.531 14.514 3.369  0.407
C -20.249 11.551 -2.087  0.757
O -20.939 11.349 -3.073  -0.686
N -20.197 12.589 -1.352  -0.817
N -19.509 10.590 -1.583  -0.825
H -19.449 12.633 -0.675  0.393
H -20.691 13.410 -1.670  0.385
H -18.992 10.671 -0.718  0.384
H -19.498 9.732 -2.115  0.412
O -20.284 15.393 -2.490  -0.959
H -19.894 14.899 -3.211  0.423
H -19.980 14.945 -1.701  0.433

## Properties
relative energy (zero: lowest compared OMol25 entry of this formula, charge and spin): 11.275 eV
HOMO level: -8.80 eV
E_LUMO: 0.1 eV
total charge: 0

Molecular formula: C7H26O7
Method: DFT, the ωB97M-V functional and the def2-TZVPD basis

Last column: natural (NBO) charge in e.
Cartesian coordinates (Å):
C 0.782 -1.161 -0.051  -0.215
O 2.117 -1.172 -0.417  -0.976
H 0.588 -2.029 0.603  0.053
H 0.524 -0.274 0.546  0.092
H 0.110 -1.183 -0.922  0.078
C 0.393 3.227 -0.875  -0.207
O 1.515 3.473 -1.629  -0.983
H -0.460 3.872 -1.147  0.053
H 0.038 2.197 -1.034  0.088
H 0.549 3.361 0.207  0.074
C -2.658 1.255 0.227  -0.249
O -3.807 1.475 1.106  -0.763
H -1.739 1.303 0.808  0.196
H -2.858 0.283 -0.223  0.157
H -2.679 2.003 -0.563  0.190
H -3.990 0.665 1.586  0.452
C 3.572 -1.907 2.572  -0.239
O 3.854 -3.113 1.926  -0.711
H 4.228 -1.102 2.251  0.199
H 2.532 -1.662 2.344  0.197
H 3.531 -1.990 3.665  0.099
H 3.239 -3.748 2.300  0.444
C -3.047 -1.873 -2.102  -0.264
O -4.272 -2.286 -1.490  -0.726
H -2.647 -2.720 -2.659  0.160
H -3.251 -0.975 -2.689  0.164
H -2.360 -1.562 -1.316  0.212
H -4.662 -2.758 -2.230  0.445
C 0.761 0.847 3.542  -0.248
O 2.163 0.712 3.757  -0.710
H 0.352 -0.092 3.159  0.170
H 0.239 0.893 4.503  0.126
H 0.523 1.678 2.882  0.208
H 2.259 0.162 4.538  0.446
C 0.375 0.833 -3.809  -0.249
O 1.796 0.699 -3.529  -0.687
H 0.330 1.796 -4.318  0.170
H 0.056 0.065 -4.517  0.121
H -0.159 0.753 -2.864  0.198
H 2.161 0.056 -4.140  0.434

## Properties
relative energy (zero: lowest compared OMol25 entry of this formula, charge and spin): 1.003 eV
HOMO level: 1.01 eV
E_LUMO: 4.5 eV
total charge: -2

The lowest total charge belongs to which entry? C7H26O7

Look up the total charge of the third one. 0